# 1
ORCA calculation (ωB97M-V/def2-TZVPD) on a single C6H7N3 molecule.

Results
2S+1: 1
HOMO energy (alpha / beta) (eV): -7.55 / -8.07
Orbital gap (alpha / beta) (eV): 6.8 / 7.1

```
16
C6H7N3 | OMol25 | ωB97M-V/def2-TZVPD
C 2.777 -0.580 0.538
C -1.740 1.204 -0.653
C -0.211 0.173 0.517
C -1.640 0.434 0.610
C 0.196 0.048 -0.902
C 2.250 -1.223 -0.517
N 1.196 -0.705 -1.378
N -0.735 0.651 -1.587
N -2.463 0.198 1.752
H 2.024 0.091 0.604
H -2.214 1.972 -1.100
H 3.540 -1.282 1.019
H 2.802 -2.050 -1.017
H -0.694 0.659 -2.561
H -3.148 0.796 2.185
H -1.940 -0.386 2.491
```

***

# 2
ORCA calculation (ωB97M-V/def2-TZVPD) on a single C6H7N3 molecule.

Results
SMILES string: Cn1ccn2nccc12
2S+1: 1
HOMO energy (eV): -7.69
Orbital gap (eV): 8.5

```
16
C6H7N3 | OMol25 | ωB97M-V/def2-TZVPD
C 2.034 -0.945 0.007
N 0.965 -0.001 0.008
C 1.081 1.398 -0.036
C -0.154 1.978 0.013
N -1.019 0.875 0.120
N -2.381 0.769 0.037
C -2.513 -0.532 -0.082
C -1.322 -1.278 0.057
C -0.380 -0.267 0.137
H 2.069 -1.468 0.936
H 3.004 -0.427 -0.090
H 1.931 -1.640 -0.849
H 2.074 1.812 -0.081
H -0.572 2.954 -0.010
H -3.508 -0.896 -0.250
H -1.310 -2.332 0.081
```

***

# 3
ORCA calculation (ωB97M-V/def2-TZVPD) on a molecular structure, C6H7N3O.

Results
2S+1: 1
HOMO energy (eV): -8.58
Orbital gap (eV): 8.9

```
17
C6H7N3O | OMol25 | ωB97M-V/def2-TZVPD
C -2.073 -2.358 0.213
C -1.791 -1.165 0.238
C 2.742 -0.571 -0.502
C 0.852 0.029 0.020
C -1.558 1.157 -0.892
C -1.375 0.203 0.239
N 1.555 -0.596 -0.938
N 1.558 0.463 1.014
N 2.849 0.123 0.678
O -1.423 0.821 1.430
H -2.566 -3.271 0.336
H 3.569 -0.933 -0.933
H -1.690 0.834 -1.946
H -0.766 1.756 -1.020
H -2.501 1.843 -0.745
H 3.577 -0.036 1.337
H -0.959 1.700 1.471
```

***

Results for maximum force: 0.1259, 0.0630, 0.1016 (in Eh/bohr, following the order of the records).
Results for energy relative to the best compared isomer or geometry (same formula, charge and spin): 162.50, 25.20, 126.92 (in kcal/mol, following the order of the records).